The following is a DFT calculation (ωB97M-V with the def2-TZVPD basis set) of a molecular structure, C20H10Br2ClN3O5Pd.

Structure (XYZ):
```
42
Properties=species:S:1:pos:R:3:forces:R:3:nbo_charge:R:1
Pd 0.646506 -0.335961 -0.522376 -0.4223 0.0059 0.0218 0.721
O 3.722261 3.435824 -3.645061 -0.5804 -1.3073 0.9556 -0.678
C 2.467462 3.870564 -3.557920 -0.1539 1.8975 -1.4074 0.768
O 2.120612 4.915157 -4.130511 0.4060 -2.0454 1.3282 -0.601
C 1.488673 3.027950 -2.806848 0.0350 -0.8605 0.6268 -0.232
C 0.098685 3.226928 -2.698941 2.3358 -3.0771 1.4120 0.133
Cl -0.843991 4.479150 -3.162192 -0.9513 1.0980 -0.6371 0.158
N -0.394056 2.113525 -2.000758 0.6422 0.8767 -1.2781 -0.195
N 0.640529 1.272620 -1.632630 -1.1158 2.5287 -1.7774 -0.265
C 1.788604 1.792476 -2.077630 -3.4371 1.9437 -1.2271 0.059
C 2.941937 0.995738 -1.726072 2.8370 -2.0029 0.9410 0.742
O 4.077679 1.151924 -2.247645 -1.6789 0.7183 0.1312 -0.659
O 2.681715 0.102893 -0.833170 1.3418 0.9040 -0.8358 -0.742
C -1.689534 1.844594 -1.463935 -0.4317 -1.0012 0.1196 0.156
C -2.127235 0.506648 -1.368731 0.2543 -0.3654 0.4096 -0.241
C -2.843215 0.107556 -0.225211 -0.0260 0.4866 0.0660 -0.215
C -3.157585 1.047204 0.771002 0.5671 0.6008 -0.7800 -0.217
C -3.020730 2.407790 0.444780 -0.6751 -1.1038 -0.2841 -0.204
C -2.438730 2.780282 -0.775200 0.6516 1.5504 1.3938 -0.215
H 3.870338 2.518483 -3.154577 0.0404 1.1042 -0.5101 0.515
H -1.883936 -0.208547 -2.166575 0.2688 0.2230 0.6244 0.250
H -3.125630 -0.928033 -0.062751 0.1559 0.0355 -0.2593 0.224
H -3.457787 0.767177 1.773049 -0.2802 -0.1518 -0.2064 0.220
H -3.385409 3.141002 1.162024 0.0752 0.0756 -0.4285 0.227
H -2.392487 3.852690 -1.005354 0.3863 -0.5414 0.1899 0.236
Br -1.259972 -5.385770 -0.885427 -0.3053 -0.5660 0.1224 0.186
C -0.774785 -4.467151 0.643252 0.4714 1.4905 0.0261 -0.116
C -1.065768 -4.812534 1.961950 0.5678 0.4671 0.6375 -0.278
C -0.626952 -4.056951 3.100743 -0.0414 -1.0513 -0.7746 0.021
Br -0.988953 -4.816975 4.895776 0.3977 0.9740 -1.8222 0.094
C 0.179296 -2.888116 2.877788 -0.0042 0.6230 -0.4693 -0.069
C 0.755337 -2.030845 3.860552 -0.2712 -0.1586 0.0770 -0.151
C 1.533894 -0.964331 3.429850 0.0590 -0.0188 0.8664 -0.238
C 1.692602 -0.642242 2.077688 -0.5733 -0.9964 0.4051 0.092
N 1.040291 -1.341582 1.165526 -0.0240 -1.6239 1.5706 -0.427
C 0.371010 -2.483124 1.508428 0.6774 1.2235 1.3171 0.101
C -0.089289 -3.204409 0.347273 0.1445 0.8934 -2.2275 0.369
O 0.136812 -2.665980 -0.803990 -1.3637 -2.8231 2.5809 -0.507
H -1.593296 -5.729436 2.130826 -0.2569 -0.2835 0.1270 0.250
H 0.545200 -2.226819 4.942193 0.4198 0.2177 -1.1341 0.245
H 2.028104 -0.316528 4.146089 -0.0986 -0.1681 0.0821 0.235
H 2.331799 0.147146 1.714715 -0.0437 0.2082 0.0271 0.248
```
Positions in Å, forces in eV/Å.

The calculation puts the energy at -191694.294 eV. The expectation value of S² is 2.061. The value obtained for the gap between HOMO and LUMO (alpha / beta) is 6.27 / 4.77 eV. The highest occupied orbital energy (alpha / beta) comes out at -7.69 / -8.14 eV. The calculation puts the maximum force at 4.13 eV Å⁻¹. The spin multiplicity is 3. Its energy above the lowest of the compared OMol25 structures with the same formula, charge and spin is 100.3 kJ/mol.

=====

The following is a DFT calculation (ωB97M-V with the def2-TZVPD basis set) of a molecular structure, C20H11Cl5FNO4Pb.

Structure (XYZ):
```
43
Properties=species:S:1:pos:R:3:forces:R:3:nbo_charge:R:1
Pb 2.052517 -16.007490 -12.012661 0.2426 -0.4137 -0.6725 1.495
Cl 5.635183 -20.458524 -16.997406 0.1363 0.1807 0.2159 0.052
C 5.253813 -19.354142 -15.729988 -2.0844 1.5442 0.0403 -0.136
C 4.232098 -18.361947 -15.943307 1.1278 -0.2633 0.7624 -0.045
Cl 3.532677 -18.173400 -17.519546 0.1288 -0.0991 0.4455 0.048
C 3.872025 -17.474083 -14.895370 0.2036 -0.7657 -0.5399 -0.154
Cl 2.695254 -16.207937 -15.227980 0.3961 -0.4007 0.4800 0.021
C 4.406195 -17.593895 -13.581139 0.5244 -1.0396 -0.5599 0.356
O 4.076161 -16.837334 -12.589410 -0.4493 0.5064 0.1882 -0.820
C 5.400274 -18.638508 -13.386379 -1.1337 1.1573 -1.0302 -0.160
Cl 6.117874 -18.774612 -11.854953 0.1649 -0.0172 0.5036 0.059
C 5.804124 -19.431645 -14.444825 0.4320 -0.1821 -0.6624 -0.054
Cl 7.152340 -20.487390 -14.279401 0.1040 -0.2793 0.3754 0.043
C 0.039173 -10.204171 -7.973975 0.9994 -0.3730 0.1199 -0.627
C 1.012036 -11.193489 -7.280370 -0.6755 0.3860 0.4361 -0.025
C 1.828735 -10.503167 -6.182773 -0.1595 -0.0931 0.3552 -0.404
C 2.845340 -11.450984 -5.515333 0.1670 0.9663 0.4148 -0.441
C 3.456144 -12.412750 -6.456145 0.5283 -2.2593 -1.0168 -0.020
C 4.485110 -13.250670 -5.989775 -0.9530 0.2713 -1.4423 -0.226
C 4.949977 -14.302581 -6.810307 -0.6745 0.7801 0.4812 0.397
F 5.909242 -15.082628 -6.320081 0.3407 -0.3211 0.1955 -0.309
C 4.417012 -14.582311 -8.032188 -0.1556 0.2626 0.0893 -0.231
C 3.426418 -13.725529 -8.566462 0.6915 0.6379 1.2881 -0.145
C 2.962092 -13.950211 -9.900285 -0.8046 -1.4722 -0.0973 0.507
O 3.288020 -15.084605 -10.405167 0.0058 1.0113 -0.2227 -0.756
C 2.026194 -13.023089 -10.410947 -0.1080 0.4344 0.5320 -0.329
C 1.500958 -12.093506 -9.519930 -0.1273 0.6082 -0.2595 0.167
N 1.880375 -11.887028 -8.251310 0.2083 -0.6985 -0.7127 -0.352
C 2.915160 -12.673708 -7.776989 1.2052 0.0787 1.5073 0.236
C 1.367168 -13.027526 -11.768758 -1.7244 0.8854 -1.2726 0.768
O 0.424029 -12.221120 -11.933244 1.7560 -1.3392 0.1663 -0.648
O 1.777526 -13.868456 -12.685199 -0.0027 0.3495 1.1529 -0.827
H -0.405283 -9.585870 -7.200277 -0.1453 0.0056 0.0605 0.232
H -0.752254 -10.769911 -8.479372 0.2037 0.4889 -0.1573 0.231
H 0.621133 -9.525235 -8.645615 -0.6651 -0.6040 0.2969 0.227
H 0.432442 -11.989965 -6.779863 0.0371 0.1888 -0.2632 0.199
H 1.112351 -10.157615 -5.399709 0.5140 -0.0441 -0.7087 0.229
H 2.317091 -9.631365 -6.632864 0.0515 -0.0693 0.2168 0.216
H 2.399039 -12.020967 -4.685327 -0.1316 0.2126 -0.2945 0.229
H 3.681568 -10.887320 -5.053127 -0.5889 -0.0271 -0.1600 0.237
H 4.870470 -13.135218 -4.990012 0.1700 0.0587 0.1001 0.232
H 4.727823 -15.476021 -8.550417 0.1073 0.1632 -0.3021 0.265
H 0.711943 -11.439925 -9.886609 0.1370 -0.4165 -0.0497 0.264
```
Positions in Å, forces in eV/Å.

The calculation puts the energy at -101177.720 eV. The value obtained for the gap between HOMO and LUMO is 6.81 eV. The highest occupied orbital energy comes out at -7.78 eV. The calculation puts the maximum force at 2.59 eV Å⁻¹. Its energy above the lowest of the compared OMol25 structures with the same formula, charge and spin is 0.0 kJ/mol.